The following is a DFT calculation (the ωB97M-V functional and the def2-TZVPD basis) of one molecule with the formula C6H4O.

Properties
Total charge: 0
ΔE to the lowest compared entry with this formula, charge and spin (kJ/mol): 435.0
LUMO energy (spin up / spin down) (Ha): -0.0369 / -0.0370
Calculated total energy (Ha): -306.0458
Largest force on an atom (Eh/bohr): 0.0168

The geometry in XYZ format:
```
11
Properties=species:S:1:pos:R:3:forces:R:3:mulliken_charge:R:1
O 0.13575 0.55333 1.43944 -0.46 -0.14 0.15 -0.4914
H 2.35397 -0.55463 -0.03927 -0.10 0.09 -0.22 0.2845
C -1.84885 -0.26562 0.66452 -0.53 -0.09 -0.01 -0.3904
C 0.35679 -0.10247 -0.75545 0.50 0.14 -0.13 0.4269
H 1.93076 1.13116 0.19297 -0.49 -0.26 -0.40 0.2988
H -3.98100 -0.58442 1.38769 0.17 -0.02 -0.13 0.3787
C -0.00857 -0.52807 -1.93894 0.08 0.30 0.81 -0.2328
H 2.32716 0.56413 -1.44130 0.09 -0.18 -0.03 0.3970
C -0.44751 0.07524 0.48910 0.25 0.28 0.62 0.4516
C -2.97845 -0.43857 1.04623 0.50 0.04 -0.30 0.0106
C 1.83941 0.28998 -0.50906 -0.01 -0.15 -0.36 -1.1336
```
Forces are in eV/Å.

The following is a DFT calculation (the ωB97M-V functional and the def2-TZVPD basis) of one molecule with the formula C6H4O.

Properties
Total charge: 0
Structure (SMILES): C#Cc1ccco1
ΔE to the lowest compared entry with this formula, charge and spin (kJ/mol): 198.6
LUMO energy (Ha): 0.0086
Calculated total energy (Ha): -306.1359
Largest force on an atom (Eh/bohr): 0.0299

The geometry in XYZ format:
```
11
Properties=species:S:1:pos:R:3:forces:R:3:mulliken_charge:R:1
C -0.39838 -0.44501 0.81455 0.03 0.20 -0.03 -0.4661
H -2.25400 -0.62664 -2.50812 -0.77 -0.01 -1.33 0.2652
C -0.26924 0.23394 -0.36256 0.01 0.11 0.24 0.5757
C 0.85844 -0.30203 1.46820 0.17 0.03 0.03 -0.3554
H 1.13700 -0.68100 2.43888 0.02 0.00 -0.10 0.4000
H -1.27361 -0.98803 1.15003 0.18 0.22 -0.06 0.4404
C -1.91367 0.39398 -2.38640 0.09 -0.73 0.85 -0.6194
C 1.63465 0.44108 0.63402 0.21 -0.07 0.28 -0.3269
C -1.13105 0.38359 -1.44521 -0.11 0.26 -0.14 -0.0611
H 2.63498 0.83601 0.68814 0.00 -0.11 0.15 0.4362
O 0.97490 0.75410 -0.49152 0.17 0.09 0.12 -0.2887
```
Forces are in eV/Å.

The following is a DFT calculation (the ωB97M-V functional and the def2-TZVPD basis) of C6H4O as an isolated structure.

Properties
Total charge: 0
ΔE to the lowest compared entry with this formula, charge and spin (kJ/mol): 479.2
LUMO energy (Ha): 0.0254
Calculated total energy (Ha): -306.0290
Largest force on an atom (Eh/bohr): 0.0677

The geometry in XYZ format:
```
11
Properties=species:S:1:pos:R:3:forces:R:3:mulliken_charge:R:1
C 0.10447 -0.49275 -0.87518 0.64 0.71 1.12 0.0431
C 1.36652 -0.05237 -0.42124 -2.06 0.30 0.59 -0.5205
O 1.33240 0.87475 2.08130 -3.17 0.74 -1.18 -0.5179
C -1.22530 -0.67267 -1.26813 0.63 1.58 3.04 -0.4842
H -2.70501 0.40149 0.03750 -1.85 0.91 0.89 0.4335
H -1.76368 -1.20344 -1.94783 -0.95 -1.41 -2.36 0.4691
C -1.75903 0.00989 -0.07140 1.53 -1.72 -2.52 -0.7895
C -0.50884 0.09445 0.44671 0.97 1.14 1.47 0.6162
H 2.26051 0.10781 -1.03081 0.03 0.04 0.68 0.3481
C 0.73923 0.46604 0.90637 2.11 -1.35 -1.80 0.0648
H 2.15874 0.46679 2.14270 2.13 -0.94 0.08 0.3374
```
Forces are in eV/Å.

What did the second record say?
The following is a DFT calculation (the ωB97M-V functional and the def2-TZVPD basis) of one molecule with the formula C6H4O.

Properties
Total charge: 0
Structure (SMILES): C#Cc1ccco1
ΔE to the lowest compared entry with this formula, charge and spin (kJ/mol): 198.6
LUMO energy (Ha): 0.0086
Calculated total energy (Ha): -306.1359
Largest force on an atom (Eh/bohr): 0.0299

The geometry in XYZ format:
```
11
Properties=species:S:1:pos:R:3:forces:R:3:mulliken_charge:R:1
C -0.39838 -0.44501 0.81455 0.03 0.20 -0.03 -0.4661
H -2.25400 -0.62664 -2.50812 -0.77 -0.01 -1.33 0.2652
C -0.26924 0.23394 -0.36256 0.01 0.11 0.24 0.5757
C 0.85844 -0.30203 1.46820 0.17 0.03 0.03 -0.3554
H 1.13700 -0.68100 2.43888 0.02 0.00 -0.10 0.4000
H -1.27361 -0.98803 1.15003 0.18 0.22 -0.06 0.4404
C -1.91367 0.39398 -2.38640 0.09 -0.73 0.85 -0.6194
C 1.63465 0.44108 0.63402 0.21 -0.07 0.28 -0.3269
C -1.13105 0.38359 -1.44521 -0.11 0.26 -0.14 -0.0611
H 2.63498 0.83601 0.68814 0.00 -0.11 0.15 0.4362
O 0.97490 0.75410 -0.49152 0.17 0.09 0.12 -0.2887
```
Forces are in eV/Å.

Question: What is the formula in the second record?
Answer: C6H4O

Question: Among the records above, which one has the lowest calculated total energy?
Answer: number 2

Please write out number 1 again, unchanged.
The following is a DFT calculation (the ωB97M-V functional and the def2-TZVPD basis) of one molecule with the formula C6H4O.

Properties
Total charge: 0
ΔE to the lowest compared entry with this formula, charge and spin (kJ/mol): 435.0
LUMO energy (spin up / spin down) (Ha): -0.0369 / -0.0370
Calculated total energy (Ha): -306.0458
Largest force on an atom (Eh/bohr): 0.0168

The geometry in XYZ format:
```
11
Properties=species:S:1:pos:R:3:forces:R:3:mulliken_charge:R:1
O 0.13575 0.55333 1.43944 -0.46 -0.14 0.15 -0.4914
H 2.35397 -0.55463 -0.03927 -0.10 0.09 -0.22 0.2845
C -1.84885 -0.26562 0.66452 -0.53 -0.09 -0.01 -0.3904
C 0.35679 -0.10247 -0.75545 0.50 0.14 -0.13 0.4269
H 1.93076 1.13116 0.19297 -0.49 -0.26 -0.40 0.2988
H -3.98100 -0.58442 1.38769 0.17 -0.02 -0.13 0.3787
C -0.00857 -0.52807 -1.93894 0.08 0.30 0.81 -0.2328
H 2.32716 0.56413 -1.44130 0.09 -0.18 -0.03 0.3970
C -0.44751 0.07524 0.48910 0.25 0.28 0.62 0.4516
C -2.97845 -0.43857 1.04623 0.50 0.04 -0.30 0.0106
C 1.83941 0.28998 -0.50906 -0.01 -0.15 -0.36 -1.1336
```
Forces are in eV/Å.